1.
Here is a molecular structure, C13H22AsAuCl3GeO3S from OMol25. Energies are from ωB97M-V/def2-TZVPD.

Geometry (Å):
H: -0.06 1.41 2.78
H: -3.87 -0.66 -1.21
Ge: 3.64 -0.51 -1.23
C: 1.97 4.38 1.14
O: -1.46 0.81 0.63
O: -0.47 1.68 -1.27
S: -1.07 2.08 0.01
C: -2.30 -3.26 1.35
H: -1.47 -3.94 1.32
C: 3.58 4.41 3.06
H: -2.69 -1.18 0.66
H: -2.15 -3.97 -1.65
H: -4.09 -0.66 -2.94
H: 3.40 4.75 4.08
C: 0.56 2.20 2.32
H: 2.00 2.33 3.91
C: 0.23 2.70 1.03
O: -2.12 3.07 -0.06
H: 4.02 5.25 2.51
H: -1.72 -1.24 -3.29
C: -0.17 -4.15 -2.57
C: -2.06 -0.93 -2.27
H: -0.45 -3.61 -3.48
H: -1.19 -1.31 1.50
Cl: 4.29 1.63 -1.22
H: -3.84 -2.18 -2.06
Au: 1.23 -0.90 -1.02
H: 0.57 4.22 -0.47
H: -0.26 -5.23 -2.85
H: 4.35 3.62 3.12
H: -1.78 0.17 -2.07
C: -1.89 -1.87 0.82
H: 2.51 5.23 0.70
Cl: 4.78 -1.53 0.28
C: -3.52 -1.14 -2.13
Cl: 4.20 -1.41 -3.16
H: -2.64 -3.15 2.39
C: 2.38 3.88 2.40
C: 0.92 3.79 0.47
H: -0.74 -4.34 -0.50
C: 1.65 2.75 2.96
As: -0.95 -1.87 -0.97
H: -3.10 -3.65 0.72
C: -1.07 -3.83 -1.39
H: 0.85 -3.84 -2.34

Calculated values
- orbital gap (alpha / beta) (eV) = 7.85 / 3.35
- calculated total energy (eV) = -189430.788
- total charge = 0
- spin multiplicity = 2
- E_LUMO (alpha / beta) (Ha) = -0.0203 / -0.1855

2.
Here is a molecular structure, C13H22Br12FO9 from OMol25. Energies are from ωB97M-V/def2-TZVPD.

Geometry (Å):
H: -16.77 -1.53 13.16
Br: -19.38 1.09 9.81
H: -13.16 7.31 8.87
C: -12.61 0.80 11.53
Br: -15.07 -1.35 15.09
H: -14.62 2.49 10.21
O: -14.90 5.95 15.20
H: -15.12 2.00 15.04
O: -14.39 5.90 8.13
Br: -13.89 -3.27 9.25
Br: -11.38 -0.56 12.41
H: -14.92 7.53 9.23
C: -13.12 -0.98 5.98
C: -14.89 4.66 8.33
H: -13.76 6.38 10.13
H: -15.87 0.86 7.75
O: -15.10 4.44 9.66
C: -16.82 -1.75 14.23
C: -12.44 4.75 15.38
Br: -16.94 -3.98 10.30
C: -19.46 0.06 11.48
Br: -14.36 -3.60 12.32
C: -14.08 6.84 9.20
H: -12.97 -2.06 5.85
C: -15.48 3.15 10.20
O: -15.54 -2.24 5.56
H: -17.34 0.15 8.45
O: -15.75 3.87 14.45
Br: -18.31 -0.50 14.79
Br: -17.25 -3.65 14.37
H: -16.20 2.65 9.55
C: -15.42 -1.40 6.46
H: -15.94 3.23 11.19
H: -12.34 4.85 16.46
H: -15.81 -0.11 9.22
H: -15.48 -1.90 10.79
O: -16.31 -1.09 7.33
Br: -20.84 0.77 12.71
Br: -12.12 2.70 11.97
H: -11.46 4.33 15.15
C: -16.28 -0.03 8.24
O: -14.27 -0.77 6.78
C: -14.80 4.73 14.93
C: -15.23 -2.96 10.69
H: -13.61 0.77 11.96
H: -13.14 -0.49 5.01
Br: -19.80 -1.83 11.09
H: -16.41 1.95 13.79
H: -12.40 5.74 14.91
H: -14.74 2.38 13.43
C: -15.54 2.49 14.16
O: -13.57 4.06 14.97
F: -16.11 0.55 11.74
H: -18.48 0.17 11.95
Br: -12.86 0.58 9.57
O: -15.17 3.85 7.39
H: -12.28 -0.63 6.58

Calculated values
- orbital gap (eV) = 8.40
- calculated total energy (eV) = -875491.785
- total charge = -1
- spin multiplicity = 1
- E_LUMO (Ha) = 0.0561

3.
Here is a molecular structure, C13H22BrO4SV from OMol25. Energies are from ωB97M-V/def2-TZVPD.

Geometry (Å):
H: -3.79 1.71 -0.93
S: 1.15 0.79 2.33
C: 3.52 -2.90 3.00
H: -0.25 -2.15 -1.60
O: 0.03 0.60 1.02
C: -2.92 1.18 -1.31
V: -0.12 0.79 -0.66
Br: 1.88 1.79 -1.01
H: 5.14 -1.76 2.15
H: -0.35 -1.44 -3.90
H: 4.14 -3.76 3.20
O: -1.71 1.87 -0.85
C: 2.17 -2.93 3.35
H: -0.70 0.04 3.66
C: 1.95 -0.70 2.54
H: -0.76 3.71 -0.69
H: -1.95 -2.39 -2.00
C: -1.72 3.33 -1.05
C: 0.46 0.98 -3.91
H: -0.64 1.83 3.44
H: -3.53 -0.90 -1.23
H: 0.32 -1.85 3.41
C: 1.37 -1.84 3.13
C: 4.09 -1.77 2.41
C: -2.85 -0.21 -0.73
H: -0.25 1.06 -4.74
O: -0.21 0.33 -2.78
H: -1.85 3.54 -2.11
O: -1.48 -0.70 -0.86
C: -1.16 -1.65 -1.93
H: -2.92 1.21 -2.40
C: -0.94 -0.85 -3.19
H: -1.87 -0.55 -3.69
H: 0.77 1.97 -3.60
C: -0.07 0.92 3.62
H: -2.54 3.74 -0.46
H: 1.76 -3.82 3.81
H: -3.06 -0.21 0.34
C: 3.31 -0.66 2.17
H: 0.51 1.02 4.54
H: 3.73 0.24 1.74
H: 1.33 0.39 -4.21

Calculated values
- ΔE to the lowest compared entry with this formula, charge and spin (kJ/mol) = 45.1
- orbital gap (alpha / beta) (eV) = 6.04 / 6.73
- calculated total energy (eV) = -128564.171
- total charge = +3
- spin multiplicity = 2
- E_LUMO (alpha / beta) (Ha) = -0.4727 / -0.4472

4.
Here is a molecular structure, C13H22ClCrI2NOP from OMol25. Energies are from ωB97M-V/def2-TZVPD.

Geometry (Å):
H: 1.86 -2.43 4.28
C: 1.49 2.17 -3.64
H: 2.50 -0.77 -3.87
C: 1.50 -0.64 -4.30
C: 1.96 -2.54 2.12
C: -1.00 0.81 -4.15
C: -1.21 0.06 -1.01
C: 1.57 -1.96 3.33
H: -1.56 1.60 -3.64
C: -2.02 0.26 4.00
Cl: 2.96 0.27 -1.27
C: -0.46 1.07 2.18
H: 0.53 -0.31 4.28
H: 2.59 -3.45 2.07
H: -3.09 0.27 4.24
P: 0.60 0.61 -3.34
H: -0.10 1.81 2.91
H: -1.48 0.91 4.71
C: 0.37 -0.20 2.12
H: -1.61 -0.75 4.03
H: 0.94 2.99 -3.16
H: -0.59 1.58 1.22
H: 0.98 -1.61 -4.21
H: -2.32 2.81 3.20
C: 0.81 -0.78 3.33
I: 2.51 -4.29 -2.47
H: 1.56 -0.31 -5.34
H: 1.57 2.36 -4.72
C: 1.55 -1.94 0.92
C: 0.74 -0.81 0.92
H: -2.71 2.37 1.50
I: -0.09 -4.45 -1.84
H: -2.25 0.09 1.97
H: -0.86 1.07 -5.21
H: -3.76 1.79 2.84
H: 2.48 2.11 -3.19
C: -2.74 2.03 2.53
O: -2.36 0.04 -0.77
Cr: 0.72 -0.11 -1.10
N: -1.91 0.80 2.64
H: -1.55 -0.14 -4.06
H: 1.87 -2.37 -0.04

Calculated values
- orbital gap (alpha / beta) (eV) = 5.01 / 5.69
- calculated total energy (eV) = -83793.429
- total charge = +2
- spin multiplicity = 4
- E_LUMO (alpha / beta) (Ha) = -0.3439 / -0.3190

5.
Here is 2 unconnected molecules or ions with the total composition C13H22ClINO8S from OMol25. Energies are from ωB97M-V/def2-TZVPD.

Geometry (Å):
I: 3.84 2.69 2.32
H: -1.09 1.08 -0.14
H: -5.78 -0.01 0.71
H: -3.92 0.90 2.20
Cl: 3.00 -0.40 -1.84
C: 1.84 1.26 0.42
H: -0.89 -0.05 2.36
S: 1.93 2.49 -1.81
H: -6.26 -1.67 -0.21
H: -5.32 -0.34 -1.17
C: -3.05 0.40 1.57
H: 4.65 -0.14 2.40
C: 3.88 -0.28 1.50
H: 0.76 3.32 0.70
O: -0.34 -1.40 0.19
C: 2.72 0.85 1.73
C: 3.33 -1.85 1.69
C: 0.66 2.19 1.05
H: -1.54 2.69 0.72
O: 0.92 3.70 -1.89
H: 0.44 -2.93 -4.93
C: -3.98 -1.48 0.30
C: 0.80 -1.23 -0.48
H: 0.82 2.23 2.23
O: 2.87 2.70 -3.03
O: -3.49 -2.41 -0.55
H: -3.17 0.76 0.44
H: 3.98 -2.39 2.52
O: 2.69 2.29 -0.26
C: -5.44 -0.81 -0.09
H: -1.72 1.56 3.04
O: 0.89 1.09 -1.82
H: -0.97 -2.31 -4.02
H: 1.04 -1.77 -3.04
H: 4.53 -0.15 0.53
C: -1.54 0.88 2.11
N: -3.22 -1.10 1.58
C: -0.88 1.70 0.82
C: -0.09 -2.03 -4.60
C: 1.54 0.20 -0.79
H: -3.93 -1.31 2.34
H: 2.08 0.48 2.66
H: 2.23 -1.73 2.12
O: 1.42 -2.50 -1.01
H: 3.39 -2.47 0.70
O: 0.78 -1.24 -3.81
H: -0.40 -1.46 -5.48

Calculated values
- orbital gap (eV) = 7.22
- calculated total energy (eV) = -63156.771
- total charge = -1
- spin multiplicity = 1
- E_LUMO (Ha) = 0.0757

6.
Here is a gas-phase ion, C13H22N (charge +1) from OMol25. Energies are from ωB97M-V/def2-TZVPD.

Geometry (Å):
H: -0.10 -4.83 1.37
C: -1.76 -0.03 -0.59
C: -0.46 -4.62 2.38
C: 1.66 -2.56 -1.14
H: 2.57 -2.11 -0.71
H: -2.36 -0.53 -3.80
H: -1.69 -3.11 1.92
C: -0.18 -1.61 0.38
H: -2.53 0.30 1.83
H: -1.61 -1.95 4.16
H: -0.88 0.51 2.40
C: 0.39 -1.78 -0.90
H: 0.34 -4.79 3.11
C: -1.56 -0.19 1.89
C: -2.00 0.26 -3.11
H: 1.02 -1.53 3.58
H: 1.59 -3.60 -0.76
H: -2.63 0.63 -0.44
H: -2.87 0.85 -2.78
N: -0.86 -3.19 2.49
C: -0.21 -1.21 -2.03
C: -1.14 -0.61 0.52
H: 2.31 -1.85 2.38
C: 0.30 -2.37 1.70
C: -1.29 -0.31 -1.89
H: -1.34 -5.22 2.62
C: 1.27 -1.52 2.51
H: -2.27 -3.63 3.98
C: -1.36 -2.98 3.89
H: 0.17 -1.46 -3.04
H: 1.30 -0.47 2.15
H: -1.66 -1.05 2.56
H: 0.90 -3.22 1.27
H: -0.65 -3.41 4.61
H: 1.83 -2.64 -2.22
H: -1.32 0.91 -3.68

Calculated values
- ΔE to the lowest compared entry with this formula, charge and spin (kJ/mol) = 0.0
- SMILES = Cc1cc(C)c([C@@H](C)[NH+](C)C)c(C)c1
- orbital gap (eV) = 9.29
- calculated total energy (eV) = -15320.912
- total charge = +1
- spin multiplicity = 1
- E_LUMO (Ha) = -0.0983

7.
Here is 3 unconnected molecules or ions with the total composition C13H22N3O from OMol25. Energies are from ωB97M-V/def2-TZVPD.

Geometry (Å):
H: 6.14 -1.70 1.10
H: -1.32 0.46 -0.94
H: -5.04 0.74 -2.56
H: -2.69 2.09 -2.94
C: 4.35 -0.65 1.78
H: 1.59 3.31 2.02
H: -4.19 1.70 -1.35
H: -1.68 -1.96 -3.04
H: -0.45 1.49 -2.07
H: 3.05 -2.65 3.98
H: 0.25 2.36 3.91
C: 0.12 0.55 2.62
C: 4.84 -2.66 2.65
H: -4.72 -0.72 -0.72
C: 1.32 1.49 0.96
H: -3.05 -1.35 -3.97
H: -0.44 -0.16 3.21
C: -1.86 0.16 -3.04
H: 5.32 -3.60 2.87
C: -2.48 -1.22 -3.04
C: 3.68 -2.21 3.23
C: 0.46 1.82 3.00
N: -3.03 1.14 -3.04
N: 3.39 -0.98 2.69
C: -4.11 0.84 -2.01
H: 2.59 -0.42 2.92
H: 0.64 -0.57 0.75
H: -1.37 0.31 -4.01
H: -3.46 1.09 -3.97
C: -0.88 0.50 -1.93
H: -0.07 -0.22 -1.96
C: -3.79 -0.40 -1.18
H: 1.89 1.74 0.09
H: -3.10 -0.16 -0.38
C: 5.26 -1.67 1.73
O: -3.32 -1.49 -1.94
H: 4.30 0.29 1.25
C: 0.67 0.34 1.33
N: 1.18 2.39 1.99

Calculated values
- ΔE to the lowest compared entry with this formula, charge and spin (kJ/mol) = 54.6
- orbital gap (eV) = 6.25
- calculated total energy (eV) = -20348.112
- total charge = +1
- spin multiplicity = 1
- E_LUMO (Ha) = -0.1260

8.
Here is C13H22N4O3S in the gas phase from OMol25. Energies are from ωB97M-V/def2-TZVPD.

Geometry (Å):
H: -1.88 -2.13 3.54
O: -2.47 0.03 1.56
H: -0.18 2.89 -1.44
H: 2.94 -2.65 -1.88
C: -1.36 -1.68 2.65
C: 1.41 0.41 0.17
O: 0.52 -3.72 1.23
H: 1.15 -2.77 -2.02
C: 1.85 2.76 0.49
H: -0.66 2.03 -0.07
C: 1.39 1.74 -0.50
H: -1.70 2.48 5.42
C: -2.59 2.57 4.88
H: -2.87 3.63 4.64
H: -1.40 -2.23 1.73
H: 2.28 -5.74 0.67
H: 2.84 2.67 -1.90
H: -3.42 2.04 5.44
N: 1.39 -1.71 0.53
C: -0.06 1.95 -0.96
H: 1.23 2.76 1.42
H: 2.89 2.57 0.73
C: -2.03 -0.33 2.63
C: 1.87 -5.30 -0.34
N: 1.97 -3.87 -0.52
O: -2.17 0.40 3.78
H: 3.19 1.01 -1.57
H: -3.03 2.12 2.73
C: 1.35 -3.09 0.46
C: 0.89 -0.99 1.65
H: 1.80 1.42 -2.64
C: -2.30 1.84 3.56
H: 2.33 -4.04 -2.64
H: -1.31 2.09 3.12
C: 2.36 1.73 -1.68
H: -0.38 1.03 -1.54
H: 0.89 -5.66 -0.59
H: 2.57 -5.79 -1.04
N: 1.81 -0.76 -0.35
C: 2.09 -3.31 -1.83
S: 0.37 -1.60 3.16
N: 0.86 0.28 1.38
H: 1.85 3.77 0.05

Calculated values
- ΔE to the lowest compared entry with this formula, charge and spin (kJ/mol) = 289.0
- SMILES = CCOC(=O)CSc1nc(C(C)(C)C)nn1C(=O)N(C)C
- orbital gap (eV) = 9.02
- calculated total energy (eV) = -36774.462
- total charge = 0
- spin multiplicity = 1
- E_LUMO (Ha) = 0.0099

9.
Here is a molecular structure, C13H23AuN7 from OMol25. Energies are from ωB97M-V/def2-TZVPD.

Geometry (Å):
H: 2.22 -0.37 1.12
H: -2.26 1.67 0.72
H: -0.60 4.77 -0.06
N: 2.04 -1.40 -1.36
C: -0.44 1.32 3.55
H: 1.67 3.87 -0.50
H: 3.39 -2.32 0.01
C: -0.14 2.71 -0.53
C: -1.53 1.26 2.68
H: -2.48 0.87 3.03
C: 2.32 -2.13 -0.11
C: 1.79 -1.37 1.10
H: -0.93 4.33 -1.74
H: -0.54 0.98 4.57
H: 1.97 2.14 -0.82
H: -1.11 2.02 -2.33
N: 0.34 -1.25 1.00
H: -3.08 -5.69 -1.58
H: 2.74 -0.68 -1.51
C: 1.31 2.98 -1.02
C: -1.41 1.71 1.38
H: -0.11 -2.15 1.11
N: -1.61 -3.03 -0.90
N: -1.80 -4.04 -2.85
N: -2.15 -3.99 -1.59
H: 1.83 2.69 1.46
N: -3.11 -4.82 -1.06
C: -0.20 2.22 0.91
C: -0.97 -3.01 -2.93
H: 1.61 1.90 3.76
H: 1.33 3.20 -2.09
H: -2.88 -4.99 -0.08
Au: -0.06 -0.22 -1.32
H: -2.03 3.81 -0.46
C: 0.76 1.84 3.09
N: -0.83 -2.39 -1.76
H: 1.83 -3.10 -0.18
H: -0.47 -2.73 -3.84
H: 2.13 -1.89 2.00
C: 0.88 2.29 1.78
C: -0.54 1.63 -1.48
H: 2.12 -2.03 -2.15
C: -0.98 3.98 -0.71
H: -0.03 -0.63 1.70

Calculated values
- ΔE to the lowest compared entry with this formula, charge and spin (kJ/mol) = 0.0
- orbital gap (eV) = 7.97
- calculated total energy (eV) = -27968.178
- total charge = +1
- spin multiplicity = 1
- E_LUMO (Ha) = -0.1372

10.
Here is C13H23B in the gas phase from OMol25. Energies are from ωB97M-V/def2-TZVPD.

Geometry (Å):
H: 1.01 1.29 2.36
C: 0.58 0.22 -0.36
C: 1.87 0.35 0.62
H: 1.72 -1.02 -3.50
H: 2.14 0.55 -2.60
C: -2.14 -2.17 1.60
C: 1.30 -2.08 -1.22
H: -3.83 -1.00 0.76
H: -2.55 -2.11 2.60
H: -0.56 2.55 1.10
C: -2.92 -1.66 0.45
H: 1.64 -2.82 -1.89
H: 0.97 -2.42 -0.20
C: -0.96 -1.12 1.71
H: -3.48 -2.40 -0.09
H: 1.56 3.63 1.52
C: 0.15 1.54 -0.79
H: -1.74 -3.21 1.41
C: 1.49 2.79 0.86
H: -1.31 -0.17 2.11
H: -2.30 0.07 -0.86
H: 0.75 2.01 -1.66
C: 1.76 1.52 1.57
H: 2.75 1.68 2.05
H: 2.29 3.10 0.10
H: -1.82 -1.57 -1.53
C: 0.06 2.68 0.25
H: 0.43 0.23 -3.40
C: 0.98 -0.87 -1.55
H: -0.83 1.32 -1.22
H: 2.04 -0.51 1.24
H: -0.10 3.52 -0.46
B: -0.53 -0.65 0.30
H: 2.72 0.50 -0.07
H: -0.29 -1.59 2.51
C: 1.32 -0.31 -2.87
C: -1.93 -0.96 -0.60

Calculated values
- ΔE to the lowest compared entry with this formula, charge and spin (kJ/mol) = 0.0
- SMILES = C=C(C)C1(B2CCCC2)CCCCC1
- orbital gap (eV) = 9.86
- calculated total energy (eV) = -14527.815
- total charge = 0
- spin multiplicity = 1
- E_LUMO (Ha) = 0.0270

11.
Here is a molecular structure, C13H23BFeN6OSi from OMol25. Energies are from ωB97M-V/def2-TZVPD.

Geometry (Å):
C: -3.42 -0.57 -2.75
C: 2.66 -2.35 -2.63
H: -0.59 -1.86 2.00
C: 0.46 -1.62 4.40
C: -2.40 -0.25 -3.62
H: -2.45 -0.23 3.98
N: -1.28 -0.06 -2.90
H: 1.26 1.30 5.34
O: 0.02 0.42 2.05
H: -1.59 -2.03 0.66
H: 0.22 -2.55 0.69
C: 1.25 1.25 4.27
H: 2.06 -1.42 -4.61
C: -2.86 -0.55 -1.47
N: 1.14 -0.77 -2.85
H: -0.83 0.73 1.17
C: -1.68 0.48 4.29
Fe: 0.01 -0.13 -0.19
C: 2.16 -2.03 -1.37
H: -0.23 -2.45 4.17
H: 0.97 3.34 0.16
H: 1.43 4.74 -2.13
C: 0.88 2.96 -0.89
Si: 0.02 0.07 3.62
H: -4.43 -0.78 -3.03
H: -1.98 1.46 3.92
H: 2.24 0.99 3.93
C: 2.01 -1.54 -3.53
B: 0.16 0.33 -3.34
N: 0.54 1.72 -1.18
H: -2.34 -0.14 -4.70
N: -1.58 -0.22 -1.52
N: 0.53 1.66 -2.61
C: -0.55 -1.77 0.92
H: 0.50 -1.59 5.49
C: 0.90 2.86 -3.10
H: 2.45 -2.48 -0.40
C: 1.12 3.71 -2.04
H: 1.45 -1.97 4.10
H: 3.41 -3.07 -2.88
H: -3.39 -0.77 -0.52
H: -1.71 0.53 5.37
H: 0.22 0.47 -4.50
H: 1.00 2.24 3.89
H: 0.95 2.98 -4.19
N: 1.27 -1.05 -1.47

Calculated values
- orbital gap (alpha / beta) (eV) = 7.65 / 8.41
- calculated total energy (eV) = -67783.994
- total charge = 0
- spin multiplicity = 5
- E_LUMO (alpha / beta) (Ha) = 0.0178 / 0.0097

> What is the spin multiplicity in the sixth record?

1